DFT (wB97M-V/def2-TZVPD) results for 8 unconnected molecules or ions with the total composition C22H63N3O8.

Values from the calculation:
* molar mass: 497.759 u
* Kohn-Sham gap: 9.71 eV
* total charge: 0
* DFT total energy: -1642.06122 Eh
* HOMO energy: -9.246 eV
* energy above the lowest of the compared OMol25 structures with the same formula, charge and spin: 85.1 kJ/mol

Cartesian coordinates (Å):
C 6.6433 -11.2682 24.2034
O 6.5058 -10.1437 23.3475
C 6.1111 -8.9759 24.0255
C 6.4067 -7.7463 23.2166
C 7.9004 -7.5369 22.9844
N 5.8017 -6.5730 23.8758
H 7.6782 -11.3073 24.5582
H 6.4028 -12.1120 23.5602
H 5.9880 -11.2533 25.0786
H 5.0417 -9.0227 24.2834
H 6.5868 -8.9215 25.0211
H 5.9162 -7.8835 22.2472
H 8.4758 -7.6853 23.9041
H 8.1783 -6.5329 22.6549
H 8.2895 -8.1945 22.2007
H 6.1084 -5.7241 23.4224
H 6.1751 -6.5302 24.8221
C 5.8863 -14.1667 31.5709
O 6.4250 -14.2048 30.2688
C 5.4549 -14.1102 29.2449
C 4.5401 -15.3472 29.1588
C 5.2779 -16.6553 28.9226
N 3.5039 -15.0903 28.1252
H 6.7226 -14.0721 32.2637
H 5.3920 -15.1037 31.8421
H 5.2282 -13.3013 31.6901
H 4.8134 -13.2440 29.4517
H 5.9791 -14.0007 28.2960
H 4.0375 -15.4072 30.1325
H 5.7948 -16.8826 29.8589
H 6.0657 -16.5414 28.1731
H 4.6473 -17.4909 28.6244
H 3.2203 -15.9987 27.7574
H 2.6496 -14.8712 28.6551
C 9.6172 -16.2912 17.1227
O 8.2844 -16.0454 17.5266
C 8.1050 -16.4333 18.8677
C 6.6574 -16.2225 19.2637
C 6.4373 -16.4545 20.7419
N 5.7478 -17.0840 18.4901
H 9.9024 -17.3207 17.3536
H 10.3214 -15.6504 17.6716
H 9.7226 -16.0292 16.0741
H 8.3839 -17.4844 19.0232
H 8.7059 -15.8189 19.5498
H 6.4697 -15.1699 19.0021
H 7.0794 -15.7725 21.3090
H 6.7595 -17.4684 20.9947
H 5.4144 -16.3162 21.0829
H 6.0274 -17.0072 17.5132
H 4.7973 -16.7328 18.5117
C 5.3144 -15.1636 23.8421
C 5.0741 -14.8810 25.2975
O 3.9891 -13.9828 25.4894
H 5.6697 -14.2962 23.2896
H 4.3700 -15.5604 23.4511
H 6.0527 -15.9512 23.6788
H 5.9584 -14.2965 25.6020
H 4.9426 -15.7928 25.8797
H 3.6444 -14.0630 26.3984
C 0.6189 -13.0070 27.6683
C 0.7852 -13.0668 29.1876
O 0.8953 -14.4711 29.4997
H -0.2173 -13.6023 27.3145
H 1.5515 -13.3152 27.1979
H 0.5406 -11.9763 27.3134
H -0.0472 -12.5696 29.6795
H 1.7521 -12.6199 29.4296
H 0.7065 -14.6517 30.4260
C 3.0636 -10.4357 26.6936
C 4.2992 -9.8458 27.3794
O 3.9880 -8.6373 28.0556
H 2.9883 -9.9294 25.7291
H 2.1859 -10.3459 27.3287
H 3.2003 -11.4981 26.4699
H 5.0610 -9.7386 26.5933
H 4.7518 -10.5105 28.1189
H 3.7141 -7.9970 27.3869
C 1.3363 -12.2460 23.4394
C 2.6936 -12.5902 22.8557
O 2.6291 -12.3231 21.4439
H 1.2296 -12.4397 24.5036
H 0.5496 -12.7941 22.9153
H 1.1243 -11.2004 23.1960
H 2.8284 -13.6758 22.8890
H 3.5019 -12.0730 23.3722
H 3.5163 -12.2483 21.0856
C 7.0066 -18.9220 26.4565
C 7.0004 -19.6769 25.1340
O 5.9662 -20.6513 25.1365
H 7.8158 -18.1940 26.5091
H 7.0936 -19.5779 27.3241
H 6.0644 -18.3822 26.5608
H 7.9761 -20.1230 24.9173
H 6.7822 -18.9261 24.3614
H 6.0333 -21.1213 24.2995

Force components x, y, z for each atom (eV/Å):
C 0.260 0.230 -0.491
O -0.146 0.299 0.130
C -0.402 -0.293 0.977
C 0.246 0.938 -0.510
C 0.633 -0.289 -0.253
N -0.128 -0.623 0.409
H -0.019 -0.243 0.033
H 0.145 -0.302 0.348
H -0.231 0.057 -0.186
H -0.089 0.059 -0.363
H 0.403 0.120 -0.203
H -0.029 0.114 0.035
H -0.082 -0.222 -0.006
H -0.497 0.134 -0.051
H -0.013 -0.200 0.293
H 0.001 0.040 -0.136
H -0.085 0.125 -0.041
C 0.461 -0.118 0.077
O 0.184 -0.103 -0.177
C -0.327 -0.668 0.251
C -0.421 0.175 -0.043
C 0.842 0.569 0.347
N -0.651 -0.384 0.680
H 0.038 0.166 -0.089
H -0.310 0.100 -0.073
H -0.189 -0.090 0.084
H 0.007 0.135 -0.293
H 0.064 0.193 0.018
H -0.016 -0.179 -0.044
H -0.001 -0.343 -0.148
H -0.111 0.046 -0.108
H -0.205 0.060 0.168
H 0.299 0.088 -0.271
H 0.268 0.370 -0.384
C 0.157 0.443 0.372
O 0.271 -0.188 -0.005
C -0.521 -0.185 0.484
C -0.852 0.443 -0.487
C 0.853 0.020 0.283
N 0.582 -0.084 -0.505
H -0.012 -0.137 -0.379
H -0.107 0.048 0.090
H -0.140 -0.308 -0.113
H 0.049 -0.052 -0.134
H 0.220 0.032 -0.118
H -0.061 0.074 0.282
H -0.140 0.015 0.067
H -0.175 -0.047 0.016
H -0.101 0.026 -0.232
H -0.049 -0.153 0.094
H 0.033 0.052 0.261
C -0.823 -0.812 -0.334
C 0.864 1.499 0.399
O -0.581 -0.016 -0.540
H -0.344 0.123 -0.027
H 0.162 0.286 -0.446
H 0.097 0.009 0.323
H 0.195 -0.691 0.618
H 0.128 -0.025 0.058
H 0.463 -0.415 -0.004
C 0.574 0.632 0.146
C 0.438 -0.627 -1.107
O -0.386 0.036 0.194
H -0.032 -0.025 0.012
H -0.088 -0.531 -0.041
H -0.449 0.018 0.231
H 0.024 -0.126 0.315
H -0.220 0.438 0.291
H 0.010 0.232 -0.018
C 0.798 -0.304 0.039
C -0.139 -0.594 -0.181
O 0.280 0.156 -0.326
H -0.656 0.043 0.087
H -0.113 0.265 -0.149
H 0.125 0.037 -0.027
H 0.042 0.383 0.291
H -0.293 0.022 0.112
H -0.006 -0.014 0.151
C -0.239 0.422 -0.738
C -0.638 -1.142 -0.517
O -0.042 0.703 0.078
H 0.261 0.056 0.073
H 0.141 -0.222 0.040
H 0.046 0.073 0.394
H 0.335 0.126 0.724
H 0.093 0.036 -0.128
H 0.074 -0.024 0.089
C -0.270 -0.245 0.082
C -0.055 0.764 0.102
O 0.209 -0.070 0.045
H 0.053 -0.017 -0.168
H 0.061 -0.145 -0.117
H -0.003 0.007 -0.009
H -0.034 -0.063 0.086
H 0.197 -0.151 -0.137
H -0.165 -0.069 0.076

Atom charges from the Löwdin analysis, given in e for atoms 1 to 5: atom 1 (C): -0.09, atom 2 (O): -0.18, atom 3 (C): -0.25, atom 4 (C): -0.43, atom 5 (C): -0.07